Record 1
Density functional theory data (the ωB97M-V functional and the def2-TZVPD basis) for a cluster of 2 separate species, C20H26N2O5 in total.

Calculated values
Energy relative to the best compared isomer or geometry (same formula, charge and spin): 517.3 kcal/mol
Frontier orbital gap: 7.80 eV

Cartesian coordinates (Å):
C1 5.54 5.72 2.43
H1 5.86 6.41 3.07
O1 4.11 6.06 2.13
C2 3.31 5.43 1.43
C3 3.59 4.45 0.77
C4 2.92 3.69 0.00
C5 1.68 4.08 -0.01
C6 1.12 5.28 0.43
C7 2.03 5.97 1.26
H2 1.68 6.73 1.91
H3 0.30 5.52 0.28
H4 0.92 3.69 -0.95
O2 3.27 2.68 -0.69
C8 2.68 1.75 -1.66
C9 1.53 1.09 -0.90
C10 0.36 0.88 -0.86
C11 -0.16 -0.07 0.21
N1 1.03 -0.44 0.78
O3 1.99 0.13 0.00
C12 -1.37 -0.56 0.30
O4 -2.38 -0.07 -0.57
N2 -1.54 -1.30 1.36
C13 -0.67 -1.79 2.22
H5 -1.11 -2.26 3.19
H6 -0.23 -0.80 2.38
H7 -0.13 -2.53 1.80
C14 -3.21 -1.76 1.64
C15 -3.21 -3.29 0.89
C16 -2.95 -3.44 -0.36
C17 -1.59 -3.83 -0.77
C18 -1.48 -4.01 -2.46
C19 -2.56 -4.99 -2.79
C20 -3.87 -4.75 -2.28
O5 -3.97 -4.44 -0.76
H8 -4.61 -5.47 -2.38
H9 -4.11 -3.89 -2.93
H10 -2.63 -5.14 -3.93
H11 -2.02 -6.19 -2.17
H12 -0.44 -4.29 -2.64
H13 -1.55 -3.06 -2.90
H14 -0.93 -3.09 -0.41
H15 -1.02 -4.72 -0.22
H16 -3.29 -2.46 -0.93
H17 -2.59 -3.83 1.74
H18 -4.22 -3.46 1.20
H19 -3.89 -1.26 0.91
H20 -3.47 -1.77 2.64
H21 -0.55 1.26 -1.52
H22 3.29 1.14 -2.24
H23 2.25 2.48 -2.36
H24 4.79 3.97 0.68
H25 5.58 4.81 2.75
H26 5.92 5.75 1.31

=====

Record 2
Density functional theory data (the ωB97M-V functional and the def2-TZVPD basis) for a structure of composition C35H42N7OPtS.

Calculated values
Energy relative to the best compared isomer or geometry (same formula, charge and spin): 0.0 kcal/mol
Charge: +3
Spin multiplicity: 5
Frontier orbital gap (alpha / beta): 7.40 / 4.98 eV

Cartesian coordinates (Å):
Pt1 1.25 0.60 0.45
N1 -2.12 -1.71 2.13
C1 -1.30 -1.05 1.33
N2 -0.14 -0.58 1.72
C2 0.29 -0.79 3.03
N3 1.50 -0.50 3.36
N4 2.24 -0.07 2.31
C3 3.51 0.00 2.44
C4 4.31 0.23 1.25
C5 5.69 0.23 1.27
C6 6.38 0.33 0.07
C7 5.65 0.42 -1.11
C8 4.27 0.43 -1.04
N5 3.61 0.35 0.11
C9 -0.64 -1.37 3.98
C10 -0.34 -1.50 5.34
C11 -1.25 -2.10 6.18
C12 -2.46 -2.59 5.68
C13 -2.77 -2.48 4.34
C14 -1.85 -1.86 3.50
H1 -2.99 -2.05 1.75
H2 -1.61 -0.89 0.31
H3 3.97 -0.19 3.41
H4 6.22 0.14 2.21
H5 7.46 0.33 0.05
H6 6.14 0.47 -2.07
H7 3.67 0.51 -1.94
H8 0.60 -1.12 5.72
H9 -1.03 -2.20 7.24
H10 -3.16 -3.07 6.35
H11 -3.71 -2.86 3.95
C15 3.10 -3.02 -1.26
C16 2.03 -2.83 -0.18
C17 0.64 -2.87 -0.76
C18 -0.06 -4.06 -0.75
C19 -1.29 -4.18 -1.38
C20 -1.83 -3.09 -2.05
C21 -1.17 -1.87 -2.12
C22 -1.89 -0.73 -2.81
C23 -1.87 -0.84 -4.34
C24 0.08 -1.77 -1.46
N6 0.75 -0.55 -1.43
C25 0.90 0.20 -2.50
C26 1.40 1.50 -2.38
C27 1.77 2.47 -3.36
C28 2.28 3.53 -2.68
C29 2.21 3.19 -1.27
N7 1.68 2.00 -1.10
H12 4.10 -3.00 -0.82
H13 3.04 -2.23 -2.02
H14 2.97 -3.97 -1.77
H15 2.21 -1.89 0.35
H16 2.12 -3.63 0.56
H17 0.37 -4.92 -0.25
H18 -1.82 -5.12 -1.36
H19 -2.80 -3.18 -2.53
H20 -1.49 0.24 -2.48
H21 -2.93 -0.74 -2.48
H22 -0.85 -0.81 -4.75
H23 -2.44 -0.03 -4.79
H24 -2.31 -1.78 -4.66
H25 0.65 -0.21 -3.48
H26 1.67 2.35 -4.43
H27 2.68 4.45 -3.08
H28 2.53 3.79 -0.43
C30 -4.13 0.98 1.35
C31 -3.14 1.89 2.07
C32 -2.70 3.05 1.19
S1 -1.03 2.89 0.53
O1 -0.86 1.48 -0.07
C33 -1.17 4.03 -0.88
C34 -1.64 3.40 -2.19
C35 -3.11 3.02 -2.27
H29 -4.46 0.17 2.00
H30 -3.72 0.57 0.43
H31 -5.03 1.54 1.08
H32 -2.28 1.33 2.44
H33 -3.62 2.30 2.96
H34 -2.62 3.99 1.75
H35 -3.39 3.21 0.36
H36 -0.18 4.48 -1.00
H37 -1.84 4.82 -0.53
H38 -1.02 2.52 -2.39
H39 -1.40 4.13 -2.97
H40 -3.33 2.11 -1.71
H41 -3.39 2.83 -3.31
H42 -3.76 3.82 -1.91

=====

Record 3
Density functional theory data (the ωB97M-V functional and the def2-TZVPD basis) for the molecule C4H3F2N.

Calculated values
Energy relative to the best compared isomer or geometry (same formula, charge and spin): 19.1 kcal/mol
Frontier orbital gap: 10.79 eV
Structure (SMILES): N#C/C(F)=C\CF

Cartesian coordinates (Å):
N1 -1.19 2.01 0.01
C1 -0.87 0.90 0.01
C2 -0.70 -0.49 -0.02
F1 -1.86 -1.15 0.02
C3 0.44 -1.15 -0.05
C4 1.81 -0.53 0.05
F2 1.77 0.86 -0.03
H1 0.38 -2.23 -0.09
H2 2.48 -0.89 -0.75
H3 2.23 -0.78 1.03

=====

Record 4
Density functional theory data (the ωB97M-V functional and the def2-TZVPD basis) for a structure of composition H3N2O2.

Calculated values
Energy relative to the best compared isomer or geometry (same formula, charge and spin): 21.9 kcal/mol
Charge: -1
Frontier orbital gap (alpha / beta): 7.72 / 7.73 eV

Cartesian coordinates (Å):
N1 2.99 -1.01 0.24
N2 1.40 0.71 -0.26
O1 1.36 1.17 0.94
O2 2.10 -0.29 -0.53
H1 3.22 -0.51 1.11
H2 1.74 0.48 -3.53
H3 2.22 0.93 -3.04

=====

Record 5
Density functional theory data (the ωB97M-V functional and the def2-TZVPD basis) for a structure of composition C4H4N2O.

Calculated values
Energy relative to the best compared isomer or geometry (same formula, charge and spin): 152.5 kcal/mol
Frontier orbital gap: 8.78 eV

Cartesian coordinates (Å):
C1 -2.02 0.98 0.03
C2 -0.98 0.09 0.02
C3 2.48 -0.16 -0.02
C4 1.22 -0.60 0.12
N1 -3.12 0.06 0.00
N2 -2.61 -1.03 0.01
O1 0.28 0.37 0.14
H1 -2.21 1.98 -0.05
H2 3.38 -0.83 -0.16
H3 2.82 0.82 -0.08
H4 0.77 -1.67 -0.01

=====

Record 6
Density functional theory data (the ωB97M-V functional and the def2-TZVPD basis) for a structure of composition C40H37As2F10N10O15SZr.

Calculated values
Energy relative to the best compared isomer or geometry (same formula, charge and spin): 0.0 kcal/mol
Charge: +1
Frontier orbital gap: 5.44 eV

Cartesian coordinates (Å):
Zr1 -0.22 0.11 -1.17
C1 -2.41 1.71 -2.96
N1 -2.40 0.41 -2.24
C2 -3.42 0.43 -1.17
C3 -3.06 1.48 -0.17
N2 -1.59 1.56 -0.02
C4 -1.20 2.78 0.57
C5 -2.00 3.81 1.08
F1 -3.33 3.72 1.19
C6 -1.46 4.99 1.58
F2 -2.28 5.92 2.06
C7 -0.10 5.22 1.62
F3 0.39 6.36 2.10
C8 0.72 4.21 1.17
F4 2.05 4.33 1.18
C9 0.14 3.06 0.69
F5 0.97 2.07 0.30
C10 -2.76 -0.66 -3.17
C11 -1.64 -0.92 -4.13
N3 -0.34 -0.66 -3.49
C12 0.67 -0.51 -4.44
C13 1.97 -0.34 -3.98
F6 2.08 -0.47 -2.65
C14 3.09 -0.08 -4.73
F7 4.27 0.10 -4.12
C15 2.97 -0.01 -6.10
F8 4.02 0.26 -6.87
C16 1.73 -0.24 -6.63
F9 1.58 -0.23 -7.96
C17 0.61 -0.51 -5.85
F10 -0.51 -0.78 -6.54
H1 -3.42 1.92 -3.31
H2 -1.74 1.66 -3.81
H3 -2.08 2.51 -2.30
H4 -3.47 -0.56 -0.73
H5 -4.40 0.65 -1.60
H6 -3.56 1.24 0.78
H7 -3.45 2.43 -0.50
H8 -3.66 -0.36 -3.72
H9 -3.04 -1.53 -2.60
H10 -1.78 -0.28 -4.99
H11 -1.71 -1.95 -4.49
C18 5.63 1.35 -0.87
C19 4.48 2.02 -1.51
N4 4.54 3.01 -2.34
N5 3.24 3.20 -2.73
C20 2.38 2.36 -2.18
S1 0.71 2.28 -2.52
N6 3.16 1.61 -1.37
N7 2.67 0.58 -0.56
H12 6.45 2.05 -0.78
H13 5.96 0.51 -1.49
H14 5.37 0.96 0.11
H15 3.01 3.93 -3.39
H16 3.14 -0.29 -0.79
H17 2.82 0.82 0.41
C21 4.14 1.53 2.75
O1 2.82 0.99 2.51
C22 1.83 1.67 3.14
O2 2.05 2.69 3.72
C23 0.47 1.03 3.01
C24 -0.51 1.61 3.69
As1 -2.43 1.36 3.45
C25 -2.90 1.21 5.35
C26 -2.38 -0.55 3.06
C27 -1.46 -1.21 2.36
As2 0.24 -0.43 1.71
C28 1.46 -1.73 2.48
C29 -1.82 -2.63 1.98
O3 -2.95 -3.04 1.90
O4 -0.76 -3.40 1.66
C30 -1.07 -4.80 1.50
C31 -3.60 -1.24 3.63
O5 -3.58 -1.97 4.58
O6 -4.71 -0.81 3.01
C32 -5.93 -1.39 3.51
C33 -0.31 2.78 4.63
O7 -0.74 3.87 4.35
O8 0.23 2.41 5.78
C34 0.50 3.47 6.73
H18 4.30 2.42 2.15
H19 4.84 0.74 2.47
H20 4.27 1.79 3.80
H21 -2.86 2.21 5.77
H22 -2.22 0.55 5.87
H23 -3.91 0.84 5.43
H24 1.11 -1.96 3.48
H25 2.45 -1.30 2.51
H26 1.47 -2.62 1.87
H27 -0.13 -5.27 1.21
H28 -1.84 -4.95 0.74
H29 -1.42 -5.22 2.44
H30 -5.96 -2.45 3.26
H31 -6.73 -0.86 3.01
H32 -6.00 -1.27 4.58
H33 1.53 3.79 6.59
H34 0.38 3.03 7.72
H35 -0.18 4.30 6.59
O9 -0.79 -6.88 -3.65
N8 0.35 -6.47 -3.50
O10 1.36 -7.01 -3.90
C35 0.51 -5.20 -2.77
C36 1.79 -4.68 -2.58
C37 1.96 -3.52 -1.89
C38 0.87 -2.76 -1.39
O11 0.99 -1.64 -0.80
C39 -0.41 -3.35 -1.63
C40 -0.59 -4.56 -2.30
N9 -1.58 -2.70 -1.13
O12 -2.65 -3.22 -1.18
O13 -1.46 -1.54 -0.61
N10 3.35 -3.04 -1.73
O14 4.17 -3.44 -2.51
O15 3.58 -2.27 -0.81
H36 2.65 -5.21 -2.97
H37 -1.58 -4.97 -2.46

=====

Record 7
Density functional theory data (the ωB97M-V functional and the def2-TZVPD basis) for a cluster of 2 separate species, C5H10O2 in total.

Calculated values
Energy relative to the best compared isomer or geometry (same formula, charge and spin): 50.7 kcal/mol
Frontier orbital gap: 10.64 eV
Structure (SMILES): CCC(=O)CC=O.[H][H]

Cartesian coordinates (Å):
C1 -2.21 -0.51 -0.37
C2 -1.02 0.43 -0.32
C3 0.28 -0.23 -0.73
O1 0.34 -1.37 -1.12
C4 1.54 0.64 -0.71
C5 2.16 0.80 0.65
O2 1.59 0.57 1.68
H1 -3.14 0.01 -0.09
H2 -2.34 -0.94 -1.36
H3 -2.07 -1.34 0.33
H4 -1.15 1.28 -1.01
H5 -0.86 0.86 0.67
H6 1.34 1.67 -1.07
H7 2.28 0.19 -1.38
H8 3.21 1.17 0.66
H9 -0.27 -1.83 2.17
H10 0.30 -1.39 2.00

=====

Record 8
Density functional theory data (the ωB97M-V functional and the def2-TZVPD basis) for a structure of composition C3H4HgO2.

Calculated values
Energy relative to the best compared isomer or geometry (same formula, charge and spin): 77.6 kcal/mol
Spin multiplicity: 3
Frontier orbital gap (alpha / beta): 7.99 / 6.29 eV

Cartesian coordinates (Å):
H1 -1.73 0.33 0.43
O1 0.30 0.96 -0.78
O2 0.55 -1.10 -1.03
C1 0.49 0.51 0.55
C2 1.12 -0.82 0.29
C3 -0.12 -0.08 -1.50
H2 0.93 1.27 1.19
H3 2.22 -0.82 0.20
H4 0.82 -1.62 0.98
Hg1 -2.62 -0.16 -1.79

=====

Record 9
Density functional theory data (the ωB97M-V functional and the def2-TZVPD basis) for a structure of composition C9H16N4O2.

Calculated values
Energy relative to the best compared isomer or geometry (same formula, charge and spin): 247.0 kcal/mol
Frontier orbital gap: 9.16 eV

Cartesian coordinates (Å):
C1 -1.24 -2.78 -0.11
C2 0.22 -2.55 0.33
N1 0.96 -1.55 -0.19
N2 2.10 -1.47 0.30
C3 2.88 -0.60 -0.24
O1 3.91 -0.39 0.43
C4 2.18 0.38 -0.96
C5 2.20 1.96 -0.70
H1 3.19 2.31 -0.53
C6 1.54 1.98 0.76
C7 0.10 1.51 0.85
O2 -0.23 0.62 1.60
N3 -0.67 1.51 -0.29
N4 -1.94 1.39 -0.42
C8 -2.64 0.48 0.13
C9 -4.08 0.12 -0.03
H2 -4.07 -1.08 -0.25
H3 -4.75 0.38 0.72
H4 -4.17 0.78 -1.13
H5 -2.28 0.08 1.29
H6 -0.40 2.35 -0.95
H7 2.00 1.67 1.70
H8 1.34 3.19 1.09
H9 1.69 2.64 -1.15
H10 1.27 0.33 -1.64
H11 2.99 0.50 -2.02
H12 2.40 -2.21 1.08
H13 0.44 -3.01 1.14
H14 -2.10 -2.73 0.72
H15 -1.49 -2.11 -0.91
H16 -1.35 -3.69 -0.64

=====

Record 10
Density functional theory data (the ωB97M-V functional and the def2-TZVPD basis) for the molecule C3H6N2OSi.

Calculated values
Energy relative to the best compared isomer or geometry (same formula, charge and spin): 88.7 kcal/mol
Frontier orbital gap (alpha / beta): 8.15 / 8.42 eV

Cartesian coordinates (Å):
C1 1.84 -0.84 -0.48
C2 1.94 -0.01 0.68
C3 0.57 -0.70 -1.08
N1 0.99 0.62 1.15
N2 -0.29 0.29 -0.84
O1 -1.65 0.01 -0.64
Si1 -2.39 0.78 0.63
H1 2.59 -1.44 -0.87
H2 2.95 0.07 1.09
H3 0.32 -1.27 -1.94
H4 -3.60 -0.01 0.39
H5 -1.34 0.33 1.64
H6 -1.94 2.16 0.27

=====

Record 11
Density functional theory data (the ωB97M-V functional and the def2-TZVPD basis) for a cluster of 2 separate species, C4H11NO in total.

Calculated values
Energy relative to the best compared isomer or geometry (same formula, charge and spin): 57.8 kcal/mol
Charge: +1
Spin multiplicity: 2
Frontier orbital gap (alpha / beta): 8.77 / 3.73 eV

Cartesian coordinates (Å):
C1 -0.82 -1.48 -1.37
N1 -0.82 -0.31 -2.23
C2 -1.84 0.68 -1.89
H1 -0.51 -2.38 -1.93
H2 -1.76 -1.62 -0.85
H3 0.05 -1.37 -0.70
H4 0.12 0.12 -2.23
H5 -2.81 0.21 -2.10
H6 -1.74 1.06 -0.87
H7 -1.79 1.55 -2.55
C3 1.85 0.91 3.19
C4 1.54 0.74 1.90
O1 1.86 -0.36 1.16
H8 1.41 1.78 3.64
H9 2.27 0.09 3.76
H10 0.98 1.51 1.39
H11 2.01 -1.13 1.69

=====

Record 12
Density functional theory data (the ωB97M-V functional and the def2-TZVPD basis) for a cluster of 7 separate species, C6H21NO6 in total.

Calculated values
Energy relative to the best compared isomer or geometry (same formula, charge and spin): 37.4 kcal/mol
Frontier orbital gap: 8.44 eV
Structure (SMILES): Cc1c[nH]c(C)c1.O.O.O.O.O.O

Cartesian coordinates (Å):
C1 -3.43 0.83 -0.75
C2 -2.32 0.66 0.26
C3 -1.54 -0.48 0.27
N1 -0.61 -0.28 1.30
C4 -0.68 0.98 1.74
C5 0.33 1.59 2.64
C6 -1.78 1.62 1.18
H1 -4.32 0.25 -0.55
H2 -3.69 1.89 -0.87
H3 -2.99 0.59 -1.72
H4 -1.71 -1.50 -0.06
H5 0.00 -1.07 1.43
H6 0.28 1.09 3.63
H7 1.40 1.71 2.50
H8 -0.09 2.56 2.97
H9 -2.16 2.59 1.43
O1 -0.15 1.08 -2.03
H10 -0.91 1.26 -2.58
H11 -0.57 0.53 -1.33
O2 2.63 1.02 -1.77
H12 1.79 1.32 -2.17
H13 2.42 1.25 -0.86
O3 1.80 -1.64 -1.98
H14 1.75 -0.78 -2.43
H15 1.35 -2.15 -2.66
O4 -0.88 -2.26 -2.03
H16 -1.31 -1.64 -2.64
H17 -0.05 -1.78 -1.87
O5 2.77 -0.36 2.48
H18 2.05 -0.91 2.77
H19 3.45 -1.03 2.45
O6 2.20 -2.32 0.75
H20 2.24 -1.59 0.13
H21 2.75 -3.03 0.37